{"formula": "CH2ClN3S", "method": "the ωB97M-V functional and the def2-TZVPD basis", "homo_ev": [-8.5, -9.4], "mol_weight_g_mol": 123.6, "e_above_lowest_kj_mol": 151.9, "largest_force_ev_per_a": 3.74, "lumo_ev": [-2.33, -1.90], "symbols": ["C", "N", "N", "N", "S", "Cl", "H", "H"], "positions_angstrom": [[1.77136, -0.67664, 0.06572], [0.58087, -0.55180, 0.00248], [-1.59631, -0.02804, -0.17089], [-0.34464, 0.20416, -0.43987], [3.32089, -0.91069, 0.31294], [0.39684, 2.47437, 0.39052], [-1.81773, -0.52842, 0.75591], [-2.31127, 0.01706, -0.91681]], "atomic_forces_ev_per_a": [[2.1413, 0.1807, 0.5084], [-0.4522, -1.2473, 1.3687], [-0.1503, -1.8874, 2.7956], [-0.8942, 2.3116, -2.8054], [-1.6053, 0.1639, -0.3376], [-0.3057, -0.8963, -0.1878], [0.1899, 0.8564, -2.0507], [1.0766, 0.5184, 0.7088]]}